[1]
ORCA calculation (ωB97M-V with the def2-TZVPD basis set) on a structure of composition C16H16AuF3N4O3S2.

Each line ends with the Mulliken charge.
Positions of all 45 atoms, in Å:
1 Au -0.58 0.74 1.00  1.43
2 C -2.25 -3.61 1.37  -1.63
3 C -1.44 -2.36 1.20  0.61
4 N -1.81 -1.32 0.58  0.48
5 N -3.03 -1.21 -0.01  -1.35
6 C -3.28 0.01 -0.43  0.56
7 N -4.44 0.17 -1.09  -0.39
8 S -2.38 1.53 -0.28  -0.38
9 C -0.07 -2.27 1.80  0.85
10 C 0.56 -3.40 2.31  -0.79
11 C 1.85 -3.30 2.81  -0.38
12 C 2.50 -2.08 2.77  -0.83
13 C 1.82 -0.99 2.26  -0.28
14 N 0.58 -1.08 1.80  -0.09
15 H -3.19 -3.50 0.83  0.39
16 H -2.47 -3.79 2.43  0.33
17 H -1.73 -4.49 0.99  0.36
18 H -5.00 -0.64 -1.26  0.23
19 H -4.75 1.08 -1.38  0.18
20 H 0.04 -4.34 2.32  0.34
21 H 2.34 -4.18 3.21  0.42
22 H 3.51 -1.97 3.14  0.41
23 H 2.27 -0.01 2.21  0.49
24 F -1.35 -0.07 3.57  -0.24
25 C -1.66 0.92 2.70  0.50
26 F -2.99 0.93 2.60  -0.17
27 F -1.27 2.08 3.27  -0.25
28 C -1.71 6.67 -2.46  -1.40
29 C -0.88 5.54 -1.91  0.95
30 C -0.30 4.60 -2.75  -0.81
31 C 0.46 3.56 -2.25  -0.74
32 C 0.64 3.46 -0.88  0.21
33 C 0.08 4.38 -0.01  -0.26
34 C -0.68 5.42 -0.54  -0.60
35 S 1.57 2.09 -0.24  1.52
36 O 2.90 2.15 -0.77  -0.70
37 O 1.47 2.16 1.22  -0.70
38 O 0.78 0.88 -0.68  -0.81
39 H -1.77 6.62 -3.55  0.35
40 H -1.29 7.64 -2.19  0.33
41 H -2.73 6.63 -2.06  0.31
42 H -0.45 4.68 -3.82  0.29
43 H 0.90 2.82 -2.91  0.40
44 H 0.23 4.28 1.05  0.48
45 H -1.13 6.15 0.13  0.38

Values from the calculation:
* ΔE to the lowest compared entry with this formula, charge and spin: 0.3490 eV
* highest occupied orbital energy: -8.5 eV
* total charge: 0
* frontier orbital gap: 7.23 eV

[2]
ORCA calculation (ωB97M-V with the def2-TZVPD basis set) on the ion C25H39ClF4N3O5P2S2 with charge +1 in a non-equilibrium geometry.

Each line ends with the Mulliken charge.
Positions of all 81 atoms, in Å:
1 C -1.81 -0.73 3.65  -1.14
2 C -0.46 -0.62 3.37  -0.99
3 C 0.28 0.47 2.60  -1.23
4 C 0.28 0.36 1.03  0.39
5 C -1.24 0.46 0.67  -3.23
6 C -2.01 1.61 1.35  -0.41
7 C -3.13 2.08 0.35  -0.89
8 C -4.51 2.23 1.03  -1.13
9 N -5.56 1.47 0.36  0.24
10 C -6.16 0.36 0.83  -0.31
11 C -7.10 -0.03 -0.06  -0.66
12 C -7.06 0.90 -1.13  -0.59
13 C -6.09 1.80 -0.84  -0.34
14 N 0.91 1.58 0.40  0.53
15 Cl 1.82 2.60 1.53  -0.02
16 C 1.75 1.54 -0.85  -1.12
17 C 1.39 2.84 -1.64  -1.99
18 O 2.51 3.38 -2.26  -0.12
19 C 2.64 4.78 -2.04  -0.85
20 C 1.86 0.24 -1.68  1.39
21 P 3.70 0.03 -2.17  0.81
22 O 4.42 1.31 -2.37  -0.75
23 P 1.09 0.36 -3.44  0.13
24 S 2.15 1.43 -4.67  -0.25
25 C 1.23 -1.10 -1.00  1.02
26 S -0.51 -1.37 -1.74  -0.26
27 C 2.00 -2.39 -1.37  -0.79
28 O 3.14 -2.58 -1.02  -0.34
29 N 1.40 -3.52 -2.07  0.08
30 C 1.63 -3.58 -3.41  0.36
31 O 2.47 -2.98 -4.04  -0.41
32 F 0.78 -4.39 -4.06  -0.26
33 C 0.90 -1.03 0.60  0.04
34 C 2.12 -1.42 1.46  -1.16
35 C 3.30 -0.43 1.51  -0.59
36 C 4.58 -1.22 1.84  0.33
37 F 5.48 -0.36 2.36  -0.30
38 F 4.34 -2.12 2.81  -0.27
39 F 5.12 -1.82 0.80  -0.22
40 O -0.10 -2.02 0.73  -0.22
41 C 0.00 -3.16 1.55  -0.10
42 C 0.69 -4.41 0.98  -1.29
43 H -2.21 -0.43 4.62  0.27
44 H -2.55 -1.09 2.93  0.30
45 H 0.17 -1.38 3.83  0.66
46 H -0.12 1.42 2.95  0.95
47 H 1.28 0.44 3.01  0.67
48 H -1.78 -0.45 0.88  0.66
49 H -1.26 0.72 -0.39  1.35
50 H -1.39 2.50 1.50  0.62
51 H -2.53 1.36 2.27  0.40
52 H -3.27 1.34 -0.45  0.54
53 H -2.88 3.05 -0.08  0.29
54 H -4.53 1.91 2.08  0.51
55 H -4.83 3.27 1.03  0.36
56 H -5.92 -0.12 1.76  0.37
57 H -7.78 -0.86 0.03  0.43
58 H -7.66 0.94 -2.03  0.43
59 H -5.71 2.66 -1.37  0.39
60 H 0.13 2.22 0.19  1.33
61 H 2.77 1.77 -0.55  0.74
62 H 1.10 3.63 -0.91  0.65
63 H 0.52 2.73 -2.30  0.39
64 H 3.55 5.08 -2.56  0.25
65 H 2.78 5.04 -0.98  0.31
66 H 1.81 5.32 -2.52  0.34
67 H 4.37 -0.66 -1.14  0.09
68 H 3.69 -0.81 -3.31  0.14
69 H -0.18 0.95 -3.39  0.17
70 H 1.11 -0.92 -4.01  0.10
71 H -0.36 -2.01 -2.90  0.38
72 H 0.52 -3.87 -1.72  0.34
73 H 2.52 -2.40 1.20  0.96
74 H 1.82 -1.55 2.50  0.72
75 H 3.52 0.12 0.60  -0.29
76 H 3.25 0.30 2.32  0.39
77 H 0.37 -3.03 2.57  0.18
78 H -1.02 -3.49 1.72  0.52
79 H 0.73 -5.13 1.80  0.49
80 H 1.72 -4.27 0.65  0.22
81 H 0.05 -4.87 0.22  0.30

Values from the calculation:
* structure (SMILES): C=CC[C@@]1(CCCCn2cccc2)[N@@H+](Cl)[C@H](COC)[C@]([PH2]=O)([PH2]=S)[C@@](S)(C(=O)NC(=O)F)[C@]1(CCC(F)(F)F)OCC
* highest occupied orbital energy: -10.5 eV
* total charge: +1
* frontier orbital gap: 5.74 eV

Q: The highest total charge belongs to which entry?
A: C25H39ClF4N3O5P2S2

Q: The highest total charge belongs to which entry?
A: C25H39ClF4N3O5P2S2